Entry from the Open Molecules 2025 dataset: C17H31NO5 in the gas phase (wB97M-V/def2-TZVPD).

Each line ends with the Löwdin charge.
CARTESIAN COORDINATES (ANGSTROEM)
C -6.6134 -0.2085 -2.1663  -0.1118
C -6.8257 0.8721 -1.1126  -0.2722
C -6.7764 0.3372 0.3197  -0.2278
C -5.4405 -0.2821 0.7336  -0.2227
C -4.2811 0.7120 0.7266  -0.2198
C -3.0021 0.0843 1.2770  -0.2170
C -1.8470 1.0776 1.3991  -0.2127
C -1.3521 1.5998 0.0502  -0.1686
C -0.0247 2.3413 0.1898  -0.1516
O 1.0150 1.4468 0.5959  0.0134
C 1.8116 0.9556 -0.3457  -0.4557
O 1.7373 1.2192 -1.5195  0.1232
C 2.8037 -0.0493 0.2477  -0.2187
C 4.1316 0.0487 -0.5035  -0.0379
C 4.8831 1.2946 -0.1118  -0.5196
O 4.5033 2.1319 0.6606  0.1252
O 6.0612 1.3748 -0.7407  0.1130
N 2.2851 -1.4103 0.2189  -0.1082
C 1.8334 -1.8746 -1.0840  -0.1463
C 1.5503 -3.3747 -0.9842  -0.1905
O 0.5686 -3.6488 -0.0128  -0.1284
C 0.9744 -3.1660 1.2453  -0.1914
C 1.2456 -1.6609 1.2027  -0.1491
H -7.3195 -1.0237 -2.0224  0.0739
H -5.6058 -0.6125 -2.1156  0.0634
H -6.7624 0.2020 -3.1626  0.0679
H -7.8063 1.3288 -1.2690  0.1028
H -6.0791 1.6576 -1.2403  0.0962
H -7.0089 1.1571 1.0044  0.1069
H -7.5577 -0.4185 0.4352  0.1073
H -5.2026 -1.1214 0.0784  0.1064
H -5.5520 -0.6829 1.7447  0.1111
H -4.1040 1.0579 -0.2917  0.1018
H -4.5475 1.5793 1.3360  0.1225
H -3.2099 -0.3283 2.2676  0.1122
H -2.7011 -0.7465 0.6339  0.1150
H -2.1587 1.9226 2.0173  0.1170
H -1.0133 0.5884 1.9081  0.0995
H -1.2147 0.7666 -0.6433  0.1215
H -2.0800 2.2846 -0.3853  0.1164
H 0.2625 2.8012 -0.7609  0.1243
H -0.0829 3.1020 0.9711  0.1337
H 2.9616 0.2185 1.2973  0.1562
H 4.7504 -0.8252 -0.2977  0.1421
H 3.9566 0.1026 -1.5804  0.1291
H 6.5255 2.1894 -0.4904  0.1322
H 2.6125 -1.7017 -1.8250  0.1263
H 0.9159 -1.3597 -1.4115  0.1315
H 1.1624 -3.7576 -1.9294  0.1265
H 2.4832 -3.8998 -0.7292  0.1275
H 0.1621 -3.3917 1.9382  0.1260
H 1.8888 -3.6865 1.5676  0.1268
H 1.5893 -1.3226 2.1818  0.1342
H 0.3077 -1.1389 0.9546  0.1169

Cartesian forces, eV/Å:
-0.010 0.251 0.096
-0.081 -0.165 0.099
0.124 -0.015 -0.105
-0.128 0.329 -0.016
0.040 -0.484 0.085
-0.006 0.381 0.072
-0.032 -0.252 -0.247
0.356 0.071 0.399
-0.419 0.270 -0.515
-0.094 -0.041 0.445
0.289 -0.150 -0.054
-0.020 0.009 -0.051
0.285 0.104 -0.028
-0.247 0.138 0.115
-0.066 0.009 0.019
-0.167 0.123 0.152
0.505 -0.138 -0.389
0.024 0.140 -0.001
-0.048 -0.451 0.003
0.157 0.219 -0.287
-0.173 -0.041 -0.050
0.007 0.286 0.290
-0.095 -0.427 0.060
-0.055 -0.135 -0.022
0.110 -0.113 -0.047
0.015 -0.046 -0.119
0.049 0.088 -0.014
-0.030 0.102 -0.019
-0.060 -0.026 0.077
-0.090 0.032 0.040
0.039 -0.116 0.017
0.049 -0.083 -0.006
-0.009 0.134 -0.070
-0.014 0.126 -0.013
-0.029 -0.091 -0.006
0.030 -0.098 0.005
0.027 0.045 0.097
0.014 0.053 0.057
-0.020 0.000 -0.107
-0.025 0.015 -0.095
-0.035 -0.006 0.224
0.038 -0.060 -0.059
-0.026 -0.029 -0.167
-0.011 -0.003 0.006
0.074 -0.052 0.025
-0.291 -0.070 0.132
-0.025 0.009 -0.076
0.061 0.010 -0.027
0.084 0.028 0.023
-0.054 0.027 -0.059
0.086 0.024 0.019
-0.072 0.037 0.018
-0.043 0.027 0.017
0.014 0.007 0.054

The HOMO-LUMO gap is 0.3532 hartree. The SMILES is CCCCCCCCCOC(=O)[C@H](CC(=O)O)N1CCOCC1. Its HOMO energy is -8.87 eV.



Entry from the Open Molecules 2025 dataset: a molecular structure, C17H32AlCl4CsF4LiN3O11S (wB97M-V/def2-TZVPD).

Each line ends with the Löwdin charge.
CARTESIAN COORDINATES (ANGSTROEM)
C -3.1791 1.9927 5.3206  -0.1637
C -3.0520 1.2924 3.8243  -0.3199
C -4.4256 0.3547 3.6546  -0.0946
C -2.8483 2.3623 2.5978  -0.0811
N -2.0432 1.6718 1.5195  -0.1156
C -1.2085 2.5238 0.5532  -0.0345
C -0.8781 1.5876 -0.7925  -0.5422
Cl -1.4424 2.2470 -2.4348  0.6969
C -1.4065 0.1285 -0.2647  -0.2493
C -1.6044 -1.1139 -1.3155  -0.1701
C -1.7509 -2.4866 -0.3751  -0.2006
N -0.4213 -2.9788 0.1687  -0.0312
C -2.7316 0.6757 0.5884  -0.1791
O -3.7271 1.4586 -0.2150  -0.0248
H -2.1463 2.2217 5.8238  0.0779
H -3.9116 2.9083 5.2656  0.0364
H -3.7105 1.1755 6.0052  -0.0148
H -2.1666 0.5003 3.9263  0.1284
H -4.1728 -0.6809 4.1406  0.0715
H -4.7936 0.3019 2.5436  0.0592
H -5.2406 0.8681 4.3357  0.1046
H -2.1746 3.2688 2.9824  0.1390
H -3.8517 2.8584 2.2160  0.1720
H -1.2634 1.2026 2.0708  0.1784
H -0.1677 2.5702 1.0857  0.1620
H -1.7253 3.5605 0.3902  0.1790
H 0.2815 1.4319 -0.9843  0.0731
H -0.6241 -0.2678 0.5136  0.1301
H -0.5859 -1.1914 -1.9323  -0.0210
H -2.4948 -0.9787 -2.0688  0.1758
H -2.3479 -3.3446 -0.9062  0.1388
H -2.3917 -2.1670 0.5791  0.1239
H 0.2977 -2.2211 0.2157  -0.0293
H -0.5914 -3.2462 1.1844  0.1118
H -3.3035 -0.2373 1.0456  0.1616
H -4.5657 1.6083 0.3268  0.1379
C 4.5687 -0.7795 -0.1840  -0.6784
F 4.8275 -1.3821 1.0210  -0.2513
F 5.7321 -0.1460 -0.5407  -0.1831
F 4.4104 -1.8018 -1.0850  -0.4958
S 3.0992 0.3732 -0.1221  0.5294
O 3.4398 1.3910 0.8814  -0.3002
O 1.9582 -0.4651 0.2713  -0.3394
O 2.9712 0.9214 -1.4792  -0.2698
C -1.7986 6.0633 4.1919  -0.9407
O -1.6476 7.1700 4.6861  0.2394
O -1.5752 4.9906 4.7648  0.2639
O -2.1985 5.8447 3.0426  0.2691
Al 0.5539 -0.7253 -1.0102  0.5466
Cl 4.9303 -2.7328 -2.4791  0.1144
Li 2.6653 -4.3135 -2.4711  0.7294
F -5.0143 3.9319 4.6270  -0.5951
Cs 6.6991 -0.1414 1.6558  1.5051
C 5.9354 -5.1028 -7.0195  -0.1856
C 5.9859 -3.7089 -7.5898  -0.1809
C 4.7177 -3.0947 -7.0384  -0.2010
O 4.4640 -3.7267 -5.7761  -0.1890
C 5.3289 -4.8644 -5.6540  -0.2342
H 6.9104 -5.5943 -6.9730  0.1147
H 5.2648 -5.7264 -7.6226  0.1154
H 6.8603 -3.1782 -7.1949  0.1190
H 6.0336 -3.6816 -8.6814  0.1163
H 3.8619 -3.2966 -7.6912  0.1168
H 4.8022 -2.0132 -6.8982  0.1234
H 6.0997 -4.6200 -4.9150  0.1001
H 4.7585 -5.7242 -5.2920  0.1074
C -3.9329 -0.3169 8.7170  -0.9967
Cl -3.6338 1.3917 8.3759  0.5739
Cl -3.5298 -1.3243 7.3215  0.4989
H -3.3176 -0.6230 9.5665  0.0277
H -4.9898 -0.4515 8.9596  0.0323
N -0.7179 4.4000 -5.4885  -0.6763
O -1.8039 3.8170 -5.3350  -0.1276
O -0.0908 4.2749 -6.5534  -0.0821
O -0.2589 5.1083 -4.5771  -0.1025

Cartesian forces, eV/Å:
-0.028 -1.476 -0.011
-0.852 -0.622 1.019
0.512 0.976 0.865
-0.440 1.437 2.260
1.231 -1.025 -0.454
1.726 0.595 -0.688
0.721 -0.246 0.256
0.334 -0.897 1.961
-2.180 1.494 -0.673
-2.382 -0.682 0.514
-1.358 1.081 0.619
-0.855 0.056 1.202
-1.591 -1.420 -0.942
1.459 -1.419 1.935
-1.825 -0.346 -1.185
0.811 -0.794 -0.271
1.310 1.764 -1.842
-1.313 1.800 -0.742
-0.681 1.800 -1.246
0.566 -0.177 2.135
1.484 -0.997 -1.689
-1.468 -2.038 -0.888
2.074 -1.248 0.722
-1.685 0.106 -0.645
-1.993 0.708 -0.983
1.182 -2.131 0.019
-1.938 1.144 0.596
-1.440 0.865 -0.368
-4.270 -0.895 -1.044
1.721 -0.051 1.668
1.431 1.737 0.851
0.959 -0.614 -2.237
-0.717 -1.301 0.401
0.412 0.297 -1.710
1.365 2.062 -0.127
1.646 -0.516 -0.722
-1.197 -0.457 -0.509
-2.520 -1.131 -0.509
-1.909 -0.007 -1.746
-3.811 7.595 10.193
2.388 4.987 -1.211
-0.162 -1.894 -0.575
-0.299 -0.892 1.294
0.043 -1.672 2.001
-0.164 0.971 0.469
0.115 0.413 0.201
0.397 -1.273 0.764
-0.422 -0.226 -1.419
5.269 0.996 -0.585
2.824 -8.898 -10.968
1.245 0.958 -0.302
0.281 -0.185 -0.230
4.177 2.089 3.645
-0.078 -0.666 -0.227
0.441 0.434 -0.179
-0.431 0.232 0.019
0.122 -0.329 -0.288
0.103 0.307 0.455
-0.118 0.036 0.024
0.102 0.018 0.046
-0.104 -0.028 -0.081
-0.027 0.022 0.133
0.036 0.079 -0.093
-0.086 -0.140 0.100
-0.059 -0.081 0.046
-0.053 0.050 0.022
-0.131 0.204 0.477
-0.105 -0.131 0.720
0.008 -0.254 -0.039
-0.075 0.069 -0.326
0.269 0.055 -0.206
0.565 0.198 -0.310
-0.770 -0.613 0.336
0.064 -0.068 -0.212
0.140 0.201 0.514

The HOMO-LUMO gap is 0.0589 hartree. Its HOMO energy is -5.88 eV.



Entry from the Open Molecules 2025 dataset: a molecular structure, C17H32BeNO2P2 (wB97M-V/def2-TZVPD).

Each line ends with the Löwdin charge.
CARTESIAN COORDINATES (ANGSTROEM)
Be -0.0818 -0.6191 -0.4879  -0.0331
P -2.5200 0.2765 -0.0075  0.8562
C -2.2639 0.7260 -1.7417  -0.1966
C -0.8894 0.7443 -2.4180  -0.2810
N 0.2206 0.2981 -1.7925  0.0035
C 1.4261 0.7169 -2.2301  -0.3095
C 1.5843 1.5223 -3.3303  -0.0647
C 0.4815 1.8889 -4.0666  -0.1043
C -0.7504 1.4636 -3.5983  -0.0543
C 2.6816 0.4621 -1.3930  -0.2408
P 2.8135 -1.0476 -0.3781  0.9868
H -1.6402 1.8961 -4.0376  0.1149
H 2.5876 1.8884 -3.4906  0.1146
H 0.6118 2.5870 -4.8769  0.0996
H 3.6349 0.4340 -1.9702  0.1064
H 2.8945 1.2640 -0.6559  0.1048
H -3.1262 0.3307 -2.3195  0.1166
H -2.6013 1.8011 -1.7701  0.1079
H -0.6908 -3.0115 -4.3154  0.0501
O -1.3347 -3.7021 -4.6584  -0.1067
H -2.1372 -3.5568 -4.0750  0.0552
H 1.4740 -1.1959 0.0583  0.0251
O -0.2403 -2.0756 -0.4990  -0.2225
H 0.1393 -2.9181 -0.2168  0.0476
C 3.3105 -2.3841 -1.5191  -0.1736
H 4.2564 -2.1100 -2.0381  0.0752
H 3.4908 -3.3374 -0.9794  0.0683
H 2.5062 -2.5155 -2.2787  0.0783
C 3.6283 -0.9055 1.2196  -0.1924
H 3.4804 -1.8231 1.8069  0.0760
H 4.7048 -0.7503 1.1338  0.0641
H 3.2379 -0.0216 1.7377  0.0467
C -3.4922 1.5973 0.5998  -0.1821
H -4.4563 1.5982 0.0659  0.0777
H -3.5730 1.4932 1.6914  0.0586
H -2.9387 2.5102 0.3372  0.0790
C -3.1914 -1.3679 0.1736  -0.1581
H -3.3610 -1.5720 1.2323  0.0707
H -4.1256 -1.5123 -0.3669  0.0664
H -2.4841 -2.1223 -0.1780  0.0476
C 0.1687 2.2774 3.2923  -0.0416
C -0.1964 0.8032 3.2675  -0.6519
C 0.8893 -0.0687 3.8845  -0.0416
C -1.5137 0.5942 3.9981  -0.0388
C -0.3608 0.4629 1.8728  -0.0410
C -0.9352 0.2685 0.7834  -0.2423
H 0.2830 2.6087 4.3252  0.0949
H -0.6151 2.8777 2.8201  0.0907
H 1.0856 2.4945 2.7372  0.0877
H 0.9955 0.1470 4.9560  0.0970
H 0.6247 -1.1270 3.7692  0.0928
H 1.8502 0.0913 3.3813  0.0577
H -2.3047 1.1905 3.5362  0.0719
H -1.8201 -0.4528 3.9626  0.0918
H -1.4173 0.8827 5.0466  0.0946

Cartesian forces, eV/Å:
-0.403 0.308 -0.172
1.770 -0.117 0.360
-0.935 1.292 -0.649
-1.072 1.346 -2.362
-0.010 -1.595 2.202
2.411 0.519 -0.802
0.874 -0.855 1.306
0.606 0.611 -1.053
-1.655 -0.126 1.374
1.245 0.384 0.739
-1.186 0.314 -0.730
-0.143 -0.193 -0.107
-0.008 0.107 -0.456
-0.320 -0.079 -0.197
-0.830 0.164 -0.154
-0.441 -0.056 -0.120
0.803 -0.595 0.001
0.501 -0.717 0.387
-1.180 -1.247 -0.682
-0.218 1.591 1.793
1.403 -0.315 -1.087
0.996 -0.717 0.028
0.271 -1.672 -0.043
-0.434 0.707 -0.191
0.168 -0.476 0.288
-0.645 0.009 0.401
-0.243 0.541 -0.343
0.482 0.168 0.604
0.947 0.101 -0.092
-0.203 0.330 -0.197
0.037 -0.066 -0.158
-0.215 -0.330 -0.147
-1.113 0.471 0.158
0.065 0.242 0.541
-0.320 0.183 -0.400
-0.198 -0.227 0.253
-0.544 -0.441 0.086
-0.046 0.156 0.019
-0.119 0.189 -0.025
0.188 0.370 -0.063
0.143 0.648 0.133
-0.187 0.274 0.051
0.225 -0.236 0.275
-0.394 -0.119 0.286
1.433 -0.160 1.152
-1.541 -0.770 -2.728
0.082 0.103 -0.006
-0.009 -0.080 0.149
0.032 -0.155 0.146
0.061 -0.037 -0.220
0.058 0.154 0.086
-0.179 0.057 0.215
0.053 0.035 0.141
0.026 -0.022 0.011
-0.086 0.030 0.001

The HOMO-LUMO gap (spin up / spin down) is 0.1761 / 0.2329 hartree. Its charge is +1. Its HOMO energy (spin up / spin down) is -7.27 / -8.77 eV.



no.,maximum force (eV/A)
1,0.7
2,14.4
3,3.2